Entry 1:
{
  "formula": "C40H53BCaClF5IN7O8S3Si",
  "method": "wB97M-V/def2-TZVPD",
  "homo_energy_ev": -1.84,
  "lumo_energy_ev": 3.57,
  "homo_lumo_gap_ev": 5.4166,
  "total_charge": -2,
  "elements": ["Ca", "B", "N", "C", "C", "C", "N", "N", "C", "C", "C", "N", "H", "H", "H", "H", "H", "H", "H", "H", "C", "C", "C", "C", "O", "Si", "S", "O", "C", "C", "C", "C", "O", "C", "C", "C", "C", "H", "H", "H", "H", "H", "H", "H", "H", "H", "H", "H", "H", "H", "H", "H", "H", "H", "H", "H", "H", "H", "H", "H", "H", "H", "H", "H", "O", "Cl", "O", "O", "O", "I", "C", "C", "C", "C", "C", "N", "H", "H", "H", "H", "C", "C", "C", "N", "C", "S", "N", "C", "O", "C", "C", "C", "C", "C", "C", "H", "H", "H", "H", "H", "H", "H", "H", "H", "H", "H", "H", "H", "H", "F", "C", "C", "F", "C", "F", "C", "S", "C", "F", "C", "F"],
  "xyz": [[1.102, 0.455, 1.168], [4.149, 0.332, 3.136], [4.101, -0.744, 2.009], [5.093, -1.573, 1.673], [4.725, -2.276, 0.535], [3.451, -1.789, 0.249], [3.089, -0.866, 1.131], [2.861, 0.302, 3.999], [2.817, 0.394, 5.330], [1.503, 0.570, 5.726], [0.797, 0.583, 4.525], [1.619, 0.419, 3.493], [5.068, 0.028, 3.860], [4.283, 1.424, 2.648], [5.986, -1.606, 2.274], [5.287, -3.025, 0.006], [2.765, -2.048, -0.540], [3.730, 0.341, 5.898], [1.119, 0.685, 6.723], [-0.261, 0.693, 4.350], [4.255, 1.282, -2.624], [3.280, 1.910, -1.629], [2.690, 3.196, -2.183], [3.985, 2.169, -0.308], [2.240, 0.952, -1.344], [0.954, 0.449, -2.265], [0.063, -1.027, -1.154], [0.098, 1.809, -2.578], [-1.025, 2.075, -3.394], [-1.671, 3.331, -2.817], [-0.544, 2.333, -4.823], [-2.012, 0.912, -3.357], [1.482, -0.011, -3.777], [1.802, -1.263, -4.364], [2.584, -0.933, -5.636], [0.510, -1.995, -4.719], [2.656, -2.120, -3.435], [5.085, 1.967, -2.810], [3.759, 1.066, -3.568], [4.657, 0.356, -2.211], [3.474, 3.955, -2.225], [1.894, 3.558, -1.539], [2.287, 3.048, -3.185], [4.817, 2.862, -0.454], [4.378, 1.241, 0.103], [3.313, 2.634, 0.418], [-0.923, 4.118, -2.721], [-2.077, 3.126, -1.827], [-2.475, 3.683, -3.467], [0.125, 3.193, -4.840], [-1.391, 2.536, -5.483], [0.003, 1.467, -5.196], [-2.321, 0.718, -2.329], [-1.558, 0.004, -3.754], [-2.891, 1.152, -3.960], [2.018, -0.228, -6.245], [2.771, -1.834, -6.222], [3.541, -0.476, -5.385], [-0.092, -1.383, -5.394], [-0.066, -2.190, -3.815], [0.730, -2.944, -5.213], [3.509, -1.549, -3.074], [3.024, -3.001, -3.965], [2.068, -2.444, -2.579], [-1.912, 2.875, 1.953], [-1.425, 1.865, 1.090], [-1.106, 0.650, 1.886], [-2.380, 1.526, 0.091], [-0.156, 2.245, 0.500], [2.473, -3.662, 3.969], [1.486, -4.611, 2.380], [1.158, -5.958, 2.507], [0.467, -6.544, 1.464], [0.151, -5.776, 0.347], [0.548, -4.449, 0.325], [1.200, -3.874, 1.336], [1.422, -6.505, 3.399], [0.175, -7.585, 1.522], [-0.391, -6.191, -0.490], [0.345, -3.805, -0.525], [-6.337, 0.431, 2.976], [-4.917, -0.056, 3.222], [-4.368, -0.797, 2.005], [-3.026, -1.287, 2.245], [-2.626, -2.439, 2.783], [-1.178, -2.593, 3.562], [-3.489, -3.540, 2.698], [-4.222, -4.066, 1.657], [-4.911, -5.053, 1.861], [-4.154, -3.438, 0.301], [-5.325, -3.453, -0.457], [-5.339, -2.883, -1.718], [-4.178, -2.318, -2.234], [-3.004, -2.334, -1.498], [-2.988, -2.894, -0.231], [-6.741, 0.942, 3.849], [-7.002, -0.402, 2.738], [-6.370, 1.130, 2.139], [-4.884, -0.727, 4.086], [-4.261, 0.787, 3.452], [-4.306, -0.124, 1.145], [-5.039, -1.609, 1.721], [-2.291, -0.581, 2.180], [-3.345, -4.213, 3.439], [-6.211, -3.906, -0.034], [-6.253, -2.878, -2.298], [-4.187, -1.861, -3.216], [-2.091, -1.897, -1.887], [-2.064, -2.895, 0.326], [-1.699, 8.359, 1.912], [-0.845, 7.321, 2.057], [-0.397, 6.944, 3.311], [-0.824, 7.624, 4.396], [0.476, 5.885, 3.450], [0.855, 5.590, 4.705], [0.967, 5.132, 2.370], [2.063, 3.817, 2.587], [0.482, 5.555, 1.121], [0.884, 4.944, -0.005], [-0.393, 6.612, 0.957], [-0.808, 6.969, -0.274]],
  "forces_ev_per_a": [[1.01, -0.24, -0.49], [0.03, -0.03, 0.01], [0.10, -0.11, 0.07], [0.06, -0.09, 0.04], [0.02, 0.08, 0.11], [-0.09, -0.06, -0.19], [0.23, -0.04, 0.13], [0.01, -0.05, 0.00], [0.01, -0.05, 0.14], [0.06, -0.01, -0.06], [-0.15, -0.09, -0.01], [0.05, 0.00, 0.15], [0.10, 0.03, 0.04], [-0.03, 0.10, -0.08], [0.02, -0.01, -0.01], [0.02, -0.04, -0.01], [0.00, -0.02, -0.02], [0.03, 0.00, 0.04], [-0.02, 0.01, 0.06], [0.00, 0.00, 0.02], [0.02, 0.07, 0.06], [0.14, -0.08, -0.01], [0.11, 0.12, -0.04], [0.00, 0.12, -0.03], [-0.22, 0.07, 0.13], [0.15, -0.19, -0.06], [0.13, 0.03, 0.25], [0.12, -0.05, 0.14], [-0.12, 0.03, -0.03], [-0.03, -0.01, -0.06], [-0.05, -0.01, 0.02], [-0.07, 0.04, 0.02], [-0.07, 0.05, 0.06], [0.04, 0.00, -0.04], [-0.04, -0.03, 0.05], [0.01, 0.02, -0.02], [-0.01, -0.03, -0.06], [0.01, 0.01, 0.00], [-0.04, -0.01, -0.06], [0.01, -0.04, 0.03], [0.01, 0.02, -0.03], [-0.03, 0.00, 0.05], [-0.02, -0.01, -0.04], [0.00, -0.02, -0.02], [0.01, -0.08, 0.03], [-0.03, -0.01, 0.01], [0.04, 0.04, -0.01], [0.02, -0.02, 0.01], [-0.04, 0.01, -0.01], [0.04, 0.04, 0.01], [-0.02, 0.01, -0.01], [0.01, -0.05, -0.01], [0.02, 0.01, -0.04], [0.04, -0.06, -0.05], [-0.05, 0.01, -0.01], [-0.04, 0.02, -0.02], [0.02, -0.04, -0.01], [0.03, 0.03, 0.03], [-0.02, 0.03, -0.03], [0.00, 0.00, 0.04], [0.01, -0.05, -0.01], [0.07, 0.04, 0.02], [0.00, -0.03, -0.03], [-0.04, 0.00, 0.05], [-0.17, 0.22, 0.18], [0.15, 0.06, 0.07], [-0.27, 0.25, 0.10], [-0.27, -0.08, -0.13], [-0.59, 0.44, -0.31], [0.04, 0.12, -0.06], [0.01, -0.05, 0.14], [-0.06, 0.01, -0.01], [-0.03, 0.10, -0.13], [0.04, -0.04, 0.07], [-0.01, -0.04, -0.04], [0.07, 0.08, 0.00], [0.00, -0.01, 0.00], [-0.01, -0.01, -0.01], [-0.03, -0.03, -0.02], [-0.05, 0.03, 0.00], [-0.03, 0.00, 0.01], [0.04, -0.02, -0.05], [-0.11, -0.04, -0.07], [0.10, -0.24, 0.02], [-0.23, 0.42, -0.19], [0.25, -0.21, 0.13], [-0.05, -0.11, 0.21], [-0.18, -0.06, -0.19], [0.09, 0.08, -0.01], [-0.01, -0.08, -0.05], [0.12, 0.04, 0.04], [0.00, 0.00, -0.01], [-0.09, -0.05, 0.03], [-0.05, -0.02, -0.17], [-0.19, -0.05, -0.01], [0.00, 0.02, 0.03], [-0.01, -0.02, 0.00], [0.01, 0.03, -0.04], [-0.02, -0.01, -0.02], [0.01, -0.02, -0.01], [-0.05, -0.02, 0.02], [0.04, 0.04, 0.08], [-0.11, -0.06, 0.10], [0.02, 0.05, -0.02], [-0.03, -0.01, 0.01], [-0.02, 0.00, -0.01], [0.00, 0.02, -0.03], [-0.09, -0.01, 0.02], [0.14, 0.00, 0.09], [-0.01, 0.01, -0.01], [0.07, -0.08, -0.04], [-0.04, 0.02, -0.12], [-0.02, 0.03, 0.01], [0.00, -0.01, 0.03], [0.01, -0.01, -0.02], [-0.05, -0.10, -0.03], [0.07, -0.06, -0.02], [0.01, 0.04, 0.00], [0.04, 0.00, 0.04], [-0.05, 0.05, 0.17], [-0.02, 0.02, -0.01]]
}

---

Entry 2:
{
  "formula": "C5H13N2",
  "method": "wB97M-V/def2-TZVPD",
  "homo_energy_ev": [-18.17, -18.19],
  "multiplicity": 2,
  "lumo_energy_ev": [-12.18, -13.50],
  "homo_lumo_gap_ev": [5.9955, 4.6899],
  "total_charge": 2,
  "elements": ["C", "C", "C", "C", "C", "N", "N", "H", "H", "H", "H", "H", "H", "H", "H", "H", "H", "H", "H", "H"],
  "xyz": [[-2.198, 0.600, -1.368], [-1.258, 0.226, -0.235], [0.253, 0.461, -0.636], [1.127, 0.443, 0.527], [2.223, -0.611, 0.660], [1.854, -1.998, 0.762], [-1.536, 1.029, 0.946], [-3.233, 0.330, -1.162], [-1.897, 0.127, -2.303], [-2.148, 1.684, -1.472], [-1.301, -0.845, 0.001], [0.319, 1.448, -1.114], [0.538, -0.295, -1.366], [1.433, 1.386, 0.984], [2.789, -0.377, 1.588], [2.159, -2.655, 0.033], [0.974, -2.222, 1.241], [-2.316, 0.673, 1.494], [2.949, -0.486, -0.154], [-0.731, 1.082, 1.575]],
  "forces_ev_per_a": [[0.36, 0.17, 0.13], [-1.22, 0.29, 0.22], [0.87, -0.49, 0.56], [0.96, 0.32, -2.37], [0.08, -0.33, 1.17], [-1.09, 1.03, -1.11], [1.06, -0.93, 0.41], [0.03, -0.14, 0.16], [-0.09, -0.03, -0.01], [-0.11, -0.02, -0.19], [0.16, 0.05, -0.22], [-0.18, 0.19, 0.31], [-0.16, -0.15, 0.03], [-0.58, -0.09, 0.52], [0.04, -0.20, 0.01], [0.34, -0.27, 0.46], [0.37, -0.38, 0.30], [-0.51, 0.40, -0.35], [-0.12, 0.22, -0.11], [-0.21, 0.34, 0.07]]
}

---

These records have ΔE to the lowest compared entry with this formula, charge and spin values of 10.95; 134.19 kcal/mol, in the order they appear.